Molecular formula: C62H68ClN12O3PS
Method: DFT, the ωB97M-V functional and the def2-TZVPD basis

Values from the calculation:
- DFT total energy (Eh) = -4485.8407
- spin multiplicity = 1
- Kohn-Sham gap (hartree) = 0.29972
- charge = 0
- HOMO energy (eV) = -8.50

The geometry in XYZ format:
```
148
Properties=species:S:1:pos:R:3:forces:R:3
C 2.418386 -3.928173 -3.128323 -0.468 0.116 -0.099
C 2.458384 -2.768349 -2.085295 0.459 -0.561 0.346
C 3.804110 -2.005006 -2.070156 0.022 -0.366 -0.830
C 3.913030 -1.009974 -3.267784 0.568 -0.447 0.489
C 3.910504 0.495396 -2.885273 0.352 0.394 -0.913
C 3.029330 1.348470 -3.859670 0.675 -0.502 -0.010
C 1.616504 0.805051 -4.016330 -1.004 -0.117 -0.140
C 1.130452 0.333752 -5.312120 0.974 0.351 0.241
C 2.127532 0.489364 -6.483897 -1.187 0.110 -0.199
C 1.584455 0.534454 -7.939055 1.036 -0.674 0.176
C 1.592168 -0.834900 -8.678541 -0.103 0.652 -0.767
N 1.545511 -2.053687 -7.988873 0.015 0.794 0.404
O 1.681243 -0.803895 -9.890479 -0.390 -0.280 0.448
C -0.126471 -0.212118 -5.400201 0.119 -0.385 0.140
N -0.639978 -0.755174 -6.643316 -0.326 1.229 0.107
C -1.468263 -0.039670 -7.181887 -0.415 -0.310 0.328
S -2.578753 0.895158 -7.757989 0.381 -0.322 -0.173
C -1.013568 -0.315244 -4.276391 0.846 -0.059 -1.530
N -2.237214 -0.900064 -4.496997 0.634 0.768 1.932
C -2.942752 -0.919448 -3.399165 -1.975 -0.934 -0.346
C -4.324416 -1.576025 -3.458811 2.164 0.419 0.290
C -4.426946 -2.809084 -2.824362 -1.181 -0.660 0.059
C -5.694532 -3.419805 -2.823303 0.744 1.425 -0.486
C -6.681027 -2.673689 -3.472373 -1.256 -0.919 0.108
C -6.456731 -1.456794 -4.107849 0.068 -0.576 0.435
N -5.250866 -0.889257 -4.103015 -0.606 -0.121 -0.025
C -2.536660 -0.380895 -2.128732 0.805 0.054 0.291
O -3.396936 -0.447931 -1.087735 -0.101 0.485 -0.479
C -3.535856 0.834436 -0.428509 -0.202 0.786 0.680
C -4.823885 0.881595 0.414490 0.096 -0.972 -0.847
C -5.081763 -0.413217 1.230875 -0.230 0.355 0.825
C -4.887429 -0.260191 2.766179 0.130 -0.113 -0.935
N -1.367112 0.162847 -1.944924 -0.417 -0.438 -0.714
C -0.565581 0.184578 -3.054711 0.123 0.281 0.527
C 0.748034 0.732980 -2.928283 1.518 0.277 0.012
P 1.094090 1.274486 -1.172491 -1.770 -0.365 0.596
O 1.893220 -0.059805 -0.557722 -0.093 0.998 -0.370
Cl 2.358813 2.952640 -1.165182 0.505 -0.401 -0.315
H 2.349256 -4.915145 -2.644047 0.187 0.346 -0.100
H 3.281433 -3.947441 -3.810715 -0.213 0.115 0.229
H 1.503900 -3.842064 -3.740846 0.402 -0.064 0.076
H 1.606216 -2.101843 -2.280366 0.332 -0.016 0.323
H 2.349104 -3.235273 -1.091144 -0.314 0.355 -0.264
H 4.588624 -2.774780 -2.202906 -0.234 0.293 0.174
H 4.027142 -1.510083 -1.116282 -0.334 -0.039 -0.240
H 4.873525 -1.229132 -3.766982 -0.391 0.234 0.017
H 3.135051 -1.288979 -3.999321 0.107 0.360 0.238
H 4.936859 0.858381 -3.077134 -0.357 -0.042 0.285
H 3.722497 0.709024 -1.829611 -0.206 -0.380 -0.270
H 3.606505 1.304702 -4.794133 -0.558 -0.070 0.220
H 3.040714 2.417101 -3.596673 -0.181 -0.434 0.147
H 2.606225 1.465469 -6.332205 0.086 -0.553 -0.049
H 2.865664 -0.330348 -6.417020 0.060 0.577 0.070
H 0.621998 1.050541 -8.047444 0.194 -0.384 0.069
H 2.298484 1.137892 -8.523503 -0.267 -0.235 0.163
H 1.516426 -1.937944 -6.983038 -0.207 -0.069 -0.130
H 0.770105 -2.632849 -8.289028 0.355 -0.122 -0.224
H -3.579295 -3.283239 -2.329495 -0.204 0.284 -0.145
H -5.893233 -4.367139 -2.328353 0.067 0.247 -0.107
H -7.702726 -3.069954 -3.482539 0.333 0.160 -0.063
H -7.300422 -0.960760 -4.594283 0.460 0.061 0.049
H -3.584518 1.607975 -1.211430 0.071 -0.188 0.230
H -2.666707 1.071350 0.205333 -0.073 -0.430 -0.305
H -5.661542 0.993141 -0.294840 0.245 0.193 0.309
H -4.773228 1.772734 1.058009 -0.073 -0.278 -0.191
H -4.460748 -1.259921 0.904163 -0.154 0.374 -0.173
H -6.128745 -0.720977 1.067324 0.382 0.093 -0.011
H -5.336769 -1.137281 3.235119 0.146 0.410 0.174
H -3.816637 -0.249171 3.029129 -0.324 0.058 -0.027
H -5.342351 0.668470 3.144387 0.023 -0.342 -0.063
H 1.620263 -0.052585 0.371831 0.199 -0.206 -0.086
N -3.863344 -5.387500 -0.949719 0.189 -0.296 0.051
C -3.641995 -6.322892 -1.875444 -0.102 0.152 0.037
C -2.793329 -7.403316 -1.692262 0.012 0.005 0.024
C -2.132275 -7.519200 -0.480392 0.054 -0.059 0.022
C -2.345596 -6.558212 0.494409 -0.001 -0.030 -0.038
C -3.217795 -5.519091 0.210563 -0.150 0.179 -0.034
H -4.178145 -6.188811 -2.809796 0.043 -0.059 -0.034
H -2.654116 -8.133090 -2.478196 -0.017 0.024 -0.012
H -1.459440 -8.348042 -0.298031 -0.008 0.009 -0.008
H -1.847943 -6.612471 1.453821 -0.023 0.031 0.015
H -3.418951 -4.745284 0.943919 0.045 -0.027 0.038
N -4.987970 -1.986949 5.251447 0.050 -0.233 0.652
C -3.971135 -2.816311 5.500121 -0.172 0.082 -0.257
C -3.385293 -2.965675 6.744853 -0.059 0.138 0.302
C -3.879691 -2.207895 7.795546 -0.048 0.003 0.080
C -4.932871 -1.338717 7.562662 0.032 -0.029 -0.045
C -5.448939 -1.268247 6.276291 -0.017 -0.031 -0.188
H -3.615560 -3.385447 4.649117 0.071 -0.056 0.074
H -2.566655 -3.653189 6.888012 -0.016 -0.013 -0.097
H -3.446988 -2.294825 8.784931 -0.001 0.017 -0.013
H -5.344668 -0.730197 8.356439 -0.011 0.012 -0.030
H -6.275328 -0.604258 6.043402 0.007 0.025 0.061
N -0.482168 6.680903 -0.322161 0.098 0.032 0.241
C 0.475701 5.809632 0.002453 -0.151 0.082 -0.208
C 1.068677 5.747282 1.254341 -0.018 0.027 0.003
C 0.647156 6.642045 2.223311 0.025 -0.026 0.169
C -0.344491 7.556491 1.908236 0.026 -0.029 -0.041
C -0.874293 7.531975 0.626679 -0.043 -0.029 -0.186
H 0.774438 5.132804 -0.787893 0.027 -0.031 0.056
H 1.839802 5.017337 1.462115 -0.017 -0.015 -0.041
H 1.086481 6.627091 3.213439 0.002 0.009 -0.015
H -0.699980 8.271763 2.638224 -0.030 -0.010 -0.017
H -1.655121 8.226002 0.334069 0.006 0.026 0.064
N -1.859977 -5.195785 5.271512 0.317 -0.407 -0.237
C -2.403712 -6.405380 5.414586 -0.090 0.178 0.068
C -1.821433 -7.573057 4.946204 0.027 0.019 -0.032
C -0.606160 -7.481125 4.287733 0.035 -0.084 -0.037
C -0.023814 -6.234236 4.126053 -0.019 -0.012 -0.007
C -0.688539 -5.129948 4.635836 -0.120 0.126 0.082
H -3.356627 -6.427350 5.933432 0.001 -0.059 -0.007
H -2.307714 -8.527735 5.093422 -0.019 0.024 0.010
H -0.118747 -8.369641 3.905639 -0.003 0.011 0.012
H 0.923917 -6.120276 3.617277 -0.008 0.026 0.013
H -0.269565 -4.133704 4.535871 0.049 -0.029 -0.052
N 5.403390 9.171875 3.274522 -0.208 0.027 -0.014
C 4.669722 8.611662 2.312016 0.176 0.010 0.070
C 3.315689 8.851216 2.135317 0.016 0.012 -0.026
C 2.684697 9.719755 3.010056 -0.095 0.032 0.014
C 3.427310 10.311800 4.018516 -0.001 -0.034 -0.035
C 4.777251 10.006111 4.104720 0.178 -0.056 -0.013
H 5.205547 7.936560 1.653263 -0.062 -0.003 -0.041
H 2.770804 8.369901 1.334442 0.019 -0.005 0.005
H 1.627538 9.932505 2.906642 0.014 -0.009 -0.015
H 2.971554 10.995416 4.722115 0.031 0.001 0.004
H 5.399526 10.448014 4.875513 -0.059 0.030 0.023
N 7.787042 1.873384 -2.566630 0.004 0.197 0.061
C 8.777410 2.669558 -2.971093 -0.051 -0.169 -0.052
C 8.994361 3.944636 -2.471615 -0.038 -0.014 0.023
C 8.131876 4.423372 -1.498943 0.011 0.096 0.037
C 7.095177 3.613413 -1.065769 0.041 0.012 -0.023
C 6.969720 2.352716 -1.628624 0.005 -0.176 -0.056
H 9.424743 2.253831 -3.735691 0.037 0.060 0.005
H 9.816565 4.545684 -2.835702 -0.003 -0.024 -0.015
H 8.266123 5.414687 -1.083897 0.000 -0.014 -0.007
H 6.399711 3.950100 -0.308713 -0.011 -0.033 -0.011
H 6.176497 1.681025 -1.319151 -0.031 0.077 0.066
N -0.993225 1.033452 7.232634 0.225 -0.111 -0.019
C -1.010023 -0.200372 6.725703 -0.196 0.166 0.010
C 0.128367 -0.966295 6.524744 0.031 0.041 0.014
C 1.355071 -0.420569 6.865087 0.091 -0.063 -0.018
C 1.395310 0.860249 7.391227 -0.022 -0.026 -0.013
C 0.197590 1.539562 7.555065 -0.180 0.055 0.013
H -1.991526 -0.584260 6.472497 0.041 -0.057 -0.036
H 0.053677 -1.963879 6.112062 -0.045 0.005 0.013
H 2.268082 -0.985837 6.722556 -0.010 0.011 0.006
H 2.333053 1.322276 7.669081 -0.022 0.016 0.007
H 0.179418 2.543157 7.966547 0.072 -0.005 0.000
```
Forces are in eV/Å.

Results of the Löwdin charge analysis, in e, for atoms 1 through 2: C -0.11; C -0.26